Record 1
This record from the Open Molecules 2025 dataset describes C31H23AsBrEuF6NO6P as an isolated structure in a non-equilibrium geometry. The level of theory is ωB97M-V/def2-TZVPD.

## Properties
* ⟨S²⟩: 12.01
* E_LUMO (alpha / beta): -0.60 / -0.60 eV
* HOMO (alpha / beta): -8.92 / -8.92 eV
* 2S+1: 7

```
71
C31H23AsBrEuF6NO6P ωB97M-V/def2-TZVPD
Eu -0.681 0.525 -0.436
O -1.076 2.999 1.564
C -0.553 2.301 2.339
O 0.088 1.096 1.918
C -0.445 2.405 3.822
C -1.000 3.427 4.566
C -0.858 3.373 5.941
C -0.187 2.303 6.544
C 0.353 1.283 5.778
C 0.227 1.360 4.392
P 0.661 0.151 3.110
C -0.292 -1.206 3.641
C 0.306 -2.239 4.426
C -0.507 -3.206 4.976
C -1.892 -3.169 4.746
C -2.468 -2.144 3.937
C -1.685 -1.165 3.383
C 2.417 0.060 3.035
C 3.158 0.947 3.842
C 4.540 0.960 3.767
C 5.190 0.099 2.894
C 4.462 -0.763 2.088
C 3.075 -0.796 2.145
H -1.535 4.230 4.071
H -1.278 4.158 6.558
H -0.098 2.269 7.625
H 0.850 0.443 6.256
H 1.382 -2.287 4.563
H -0.067 -4.007 5.565
H -2.525 -3.947 5.165
H -3.533 -2.147 3.728
H -2.111 -0.414 2.713
H 2.677 1.646 4.509
H 5.108 1.651 4.381
H 6.274 0.116 2.831
H 4.970 -1.416 1.388
H 2.508 -1.457 1.516
O 1.764 -4.813 -4.989
C 1.810 -4.150 -3.779
C 2.069 -4.784 -2.581
C 2.071 -4.019 -1.428
N 1.851 -2.685 -1.398
C 1.599 -2.165 -2.572
Br 1.131 -0.354 -2.616
C 1.556 -2.803 -3.799
H 1.947 -5.743 -4.832
H 2.251 -5.855 -2.543
H 2.239 -4.487 -0.462
H 1.311 -2.292 -4.722
O -1.653 -1.754 -0.835
C -1.818 -2.906 -0.118
C -2.985 -3.627 -0.290
C -3.137 -4.841 0.366
C -2.108 -5.336 1.156
C -0.953 -4.579 1.302
C -0.783 -3.333 0.693
C 0.443 -2.543 1.071
O 1.428 -3.132 1.514
O 0.399 -1.219 0.970
H -2.463 -1.475 -1.262
H -3.769 -3.237 -0.940
H -4.060 -5.402 0.241
H -2.208 -6.295 1.658
H -0.136 -4.923 1.923
F -1.818 0.473 -2.210
As -2.582 2.534 -1.161
F -4.051 1.633 -1.195
F -2.709 3.152 -2.757
F -3.350 3.857 -0.393
F 0.629 2.089 -0.618
F -2.312 0.467 0.834
```

=====

Record 2
This record from the Open Molecules 2025 dataset describes C31H23BiF12N4O6S as an isolated structure in a non-equilibrium geometry. The level of theory is ωB97M-V/def2-TZVPD.

## Properties
* E_LUMO: -0.35 eV
* HOMO: -7.10 eV

```
78
C31H23BiF12N4O6S ωB97M-V/def2-TZVPD
Bi -0.085 0.136 0.480
C -5.980 1.250 -3.679
C -4.951 0.896 -2.648
C -5.312 0.687 -1.323
C -4.366 0.368 -0.383
C -3.003 0.229 -0.700
N -2.153 -0.218 0.284
C -2.670 -0.708 1.499
C -3.453 -1.866 1.480
C -3.803 -2.509 2.647
C -3.382 -2.024 3.879
C -3.664 -2.777 5.141
C -2.665 -0.838 3.906
C -2.305 -0.165 2.741
C -1.594 1.181 2.882
O -0.987 1.705 1.774
C -0.503 1.113 3.996
F 0.165 -0.053 3.951
F -0.951 1.239 5.254
F 0.418 2.064 3.833
C -2.650 2.237 3.296
F -2.098 3.426 3.539
F -3.343 1.914 4.402
F -3.553 2.399 2.330
C -2.612 0.562 -2.009
C -3.604 0.848 -2.953
C -1.174 0.723 -2.494
O -0.134 0.780 -1.603
C -1.064 2.089 -3.268
F -1.800 3.049 -2.709
F -1.430 2.040 -4.560
F 0.197 2.535 -3.283
C -0.803 -0.403 -3.512
F -1.565 -2.249 -2.271
F -1.794 -0.703 -4.398
F 0.234 -0.007 -4.298
H -6.944 0.816 -3.426
H -5.696 0.914 -4.673
H -6.105 2.331 -3.716
H -6.342 0.786 -1.020
H -4.669 0.227 0.642
H -3.759 -2.257 0.520
H -4.397 -3.410 2.602
H -4.484 -3.479 5.006
H -3.902 -2.098 5.955
H -2.777 -3.344 5.420
H -2.376 -0.445 4.867
H -3.328 1.050 -3.974
O -0.081 -2.677 -3.872
C -0.418 -1.785 -2.897
O 0.508 -1.812 -1.886
C 1.768 -1.287 -1.995
C 2.502 -1.200 -3.173
C 3.748 -0.602 -3.097
C 4.218 -0.133 -1.876
C 3.436 -0.354 -0.750
N 2.246 -0.938 -0.817
C 3.931 -0.034 0.638
O 4.467 1.175 0.804
O 3.874 -0.830 1.532
H -0.764 -2.721 -4.557
H 2.106 -1.576 -4.102
H 4.353 -0.510 -3.986
H 5.180 0.353 -1.810
H 4.355 1.766 0.045
C 2.633 -3.780 1.966
N 1.765 -4.053 0.855
C 1.982 -4.970 -0.135
C 0.890 -4.985 -0.936
N 0.009 -4.074 -0.420
C 0.556 -3.489 0.667
S -0.181 -2.374 1.701
H 3.504 -4.427 1.906
H 2.101 -3.970 2.899
H 2.944 -2.734 1.959
H 2.884 -5.546 -0.185
H 0.676 -5.574 -1.802
H -0.898 -3.833 -0.789
```

=====

Record 3
This record from the Open Molecules 2025 dataset describes C31H23BrClIrN5O as an isolated structure in a non-equilibrium geometry. The level of theory is ωB97M-V/def2-TZVPD.

## Properties
* net charge: +2
* ⟨S²⟩: 0.78
* E_LUMO (alpha / beta): -8.67 / -8.67 eV
* HOMO (alpha / beta): -11.88 / -11.91 eV
* 2S+1: 2

```
63
C31H23BrClIrN5O ωB97M-V/def2-TZVPD
Ir 1.965 0.070 -0.781
N 4.002 0.029 -0.527
C 4.617 -1.272 -0.475
C 5.947 -1.455 -0.237
C 6.489 -2.754 -0.220
C 5.682 -3.827 -0.447
C 4.300 -3.653 -0.694
C 3.445 -4.744 -0.945
C 2.132 -4.492 -1.202
C 1.676 -3.168 -1.178
N 2.401 -2.098 -0.911
C 3.749 -2.351 -0.697
H 4.374 0.573 -1.307
H 4.201 0.566 0.316
H 6.589 -0.599 -0.068
H 7.545 -2.890 -0.035
H 6.084 -4.832 -0.445
H 3.841 -5.751 -0.951
H 1.432 -5.282 -1.434
H 0.642 -3.019 -1.437
Br -3.267 1.937 5.123
C -3.011 3.138 3.691
C -4.111 3.638 3.014
C -3.913 4.514 1.960
C -2.623 4.844 1.558
C -1.524 4.374 2.280
C -1.720 3.524 3.351
N -2.533 5.734 0.445
N -1.511 5.793 -0.250
C -0.585 4.780 -0.473
C 0.727 5.168 -0.691
C 1.738 4.226 -0.832
C 1.436 2.881 -0.798
O 2.349 1.944 -0.928
C 0.100 2.442 -0.690
N -0.100 1.081 -0.767
C -1.370 0.716 -0.783
C -2.466 1.575 -0.758
C -2.259 2.923 -0.659
C -0.940 3.389 -0.576
H -5.110 3.361 3.320
H -4.752 4.946 1.429
H -0.524 4.701 2.032
H -0.880 3.169 3.932
H 0.945 6.227 -0.705
H 2.767 4.527 -0.973
H -1.594 -0.332 -0.843
H -3.462 1.163 -0.832
H -3.092 3.609 -0.672
Cl -2.417 -2.394 -3.061
C -2.888 -3.175 -1.624
C -3.999 -3.978 -1.610
C -4.368 -4.599 -0.417
C -3.661 -4.434 0.788
C -2.559 -3.640 0.794
C -2.120 -2.987 -0.413
C -0.990 -2.224 -0.391
H -4.578 -4.126 -2.510
H -5.244 -5.238 -0.424
H -3.996 -4.933 1.686
H -1.983 -3.486 1.698
H -0.431 -2.087 0.529
H -0.596 -1.743 -1.274
```

=====

Here are the calculated calculated total energy numbers, same order: -222107.0911 -100053.1946 -127404.4011 (eV).
Here are the calculated energy relative to the best compared isomer or geometry (same formula, charge and spin) numbers, same order: 5.8 33.0 0.0 (kcal/mol).